# C24H32BrF6N4O4PSiW

A structure of composition C24H32BrF6N4O4PSiW (the ωB97M-V functional and the def2-TZVPD basis, the OMol25 dataset).

XYZ file:
```
74
Properties=species:S:1:pos:R:3:forces:R:3
W 0.391726 0.249866 -0.301319 0.37 0.26 0.24
C 1.674292 -3.339846 -1.695710 0.01 -0.03 0.00
Si 1.655290 -3.170354 0.148514 0.01 -0.01 -0.08
C 0.567751 -4.520923 0.797156 0.06 -0.04 0.05
C 3.418776 -3.046250 0.764141 -0.01 -0.02 0.04
N 0.842657 -1.555982 0.785281 -0.04 0.12 -0.20
C 0.569183 -1.503848 2.102420 0.04 -0.09 0.11
C 1.164065 -2.372871 3.074178 0.00 -0.01 0.01
C 0.788828 -2.329212 4.384109 0.01 -0.01 -0.01
C -0.213067 -1.436264 4.805732 0.01 -0.01 -0.02
C -0.804619 -0.547723 3.907040 -0.02 0.06 0.00
C -0.395510 -0.565467 2.602274 -0.07 0.07 0.06
O -0.938249 0.270573 1.630781 0.17 -0.04 0.06
C -1.811930 1.320501 2.094661 -0.06 0.04 0.00
C -3.166595 1.147816 1.910349 0.02 0.00 0.02
C -4.008131 2.169935 2.337573 0.01 -0.01 0.00
C -3.477373 3.307237 2.932392 0.02 0.01 0.00
C -2.103794 3.437049 3.112150 -0.04 0.01 0.00
C -1.245474 2.431356 2.688935 0.02 -0.03 -0.01
H 2.161125 -4.313193 -1.840937 -0.01 0.00 0.03
H 2.271659 -2.632617 -2.270119 -0.03 0.01 0.00
H 0.684980 -3.424915 -2.140623 0.00 0.03 -0.01
H 1.070550 -5.471011 0.590672 -0.01 0.00 0.00
H -0.376412 -4.547985 0.248256 -0.01 0.03 -0.01
H 0.346614 -4.497627 1.861601 -0.01 -0.03 0.00
H 4.109425 -2.976152 -0.079810 -0.01 0.00 -0.01
H 3.694418 -3.957957 1.301439 0.01 0.01 0.01
H 3.619754 -2.211469 1.440220 0.00 -0.02 0.01
H 1.944918 -3.053488 2.772751 -0.01 0.01 0.00
H 1.263033 -2.982058 5.104110 0.00 0.00 0.00
H -0.526857 -1.427931 5.841189 0.00 0.01 0.00
H -1.564127 0.141755 4.245273 0.00 0.00 -0.01
H -3.563974 0.240748 1.472072 0.00 0.00 0.01
H -5.078509 2.063381 2.223019 0.00 0.00 0.00
H -4.138699 4.093089 3.271551 0.00 0.00 0.00
H -1.698549 4.318663 3.590059 0.00 0.00 0.00
H -0.174149 2.503295 2.830350 -0.01 0.00 0.00
N 2.533389 -0.076844 -0.857480 -0.07 -0.04 -0.06
C 3.489870 1.078582 -0.987961 -0.02 0.00 0.03
C 3.238881 1.872931 -2.251295 0.01 0.02 0.01
C 1.850119 2.472795 -2.328697 0.03 0.00 0.03
N 0.813681 1.398930 -2.264065 0.03 0.10 0.03
H 2.899452 -0.676353 -0.117821 -0.05 0.03 0.03
H 2.572543 -0.641894 -1.707906 -0.05 0.05 0.00
H 4.493338 0.652676 -1.000829 0.01 0.02 0.00
H 3.390746 1.687322 -0.091871 0.01 -0.02 0.00
H 3.429369 1.252607 -3.133920 -0.02 -0.01 0.00
H 3.968138 2.682949 -2.292583 0.01 -0.02 -0.01
H 1.723980 3.003414 -3.272823 -0.02 0.00 0.00
H 1.671767 3.178133 -1.518196 0.00 0.00 -0.02
H 1.030076 0.692721 -2.969974 0.02 -0.01 0.05
H -0.067260 1.790081 -2.589724 -0.01 -0.02 0.04
F 0.305239 -0.955193 -1.815999 0.04 0.09 0.11
P -0.639628 -1.435928 -4.564330 -0.23 0.09 -0.19
F -1.667233 -2.169317 -3.632479 0.10 -0.02 0.11
F 0.202039 -2.746291 -4.604994 0.03 -0.02 -0.04
F 0.715045 -0.624725 -4.660359 0.06 -0.06 0.15
F -1.238665 -1.416182 -5.953034 0.03 -0.03 0.01
F -1.279513 -0.071133 -4.010148 0.06 0.08 -0.07
O -2.319328 -1.902828 -0.125527 0.36 -0.10 -0.01
C -1.444824 -1.212749 -0.223819 -0.46 0.16 0.10
O 1.036834 1.924408 0.364233 -0.33 -0.47 -0.20
O 1.457891 0.862379 1.204627 -0.03 -0.07 -0.34
Br -2.412512 5.416935 -0.238048 0.00 -0.02 0.01
C -2.493122 3.627636 -0.765731 0.01 0.05 0.02
C -3.575900 3.128766 -1.478119 0.03 -0.03 0.00
C -3.543496 1.799925 -1.872378 0.00 0.01 0.00
C -2.461880 1.014961 -1.539693 0.02 0.01 -0.05
N -1.417492 1.489481 -0.821102 0.05 -0.04 0.03
C -1.438640 2.789454 -0.451970 -0.03 -0.06 -0.02
H -4.412111 3.768102 -1.730693 0.00 0.00 0.00
H -4.350209 1.368455 -2.448962 0.00 0.00 0.00
H -2.412943 -0.000925 -1.898744 0.01 0.02 -0.02
H -0.600663 3.166595 0.110679 -0.01 0.02 0.01
```
Forces are in eV/Å.

Summary:
Net charge = +3
ΔE to the lowest compared entry with this formula, charge and spin = 0.0 kJ/mol
Kohn-Sham gap (spin up / spin down) = 0.269 / 0.227 hartree
2S+1 = 2
Lowest unoccupied orbital energy (spin up / spin down) = -10.16 / -11.35 eV
<S²> = 0.777



# C24H32ClIN5

A cluster of 6 separate species, C24H32ClIN5 in total in a non-equilibrium geometry (the ωB97M-V functional and the def2-TZVPD basis, the OMol25 dataset).

XYZ file:
```
63
Properties=species:S:1:pos:R:3:forces:R:3
C 4.145700 3.585141 -3.147162 0.76 -0.87 0.71
C 3.577197 2.019288 -2.997557 1.31 0.82 -3.29
Cl 3.627461 1.401436 -1.256518 -0.11 0.65 -1.14
C 2.157516 1.846858 -3.781972 -0.93 0.69 0.83
C 0.804383 2.038242 -2.879999 0.88 -1.82 -0.11
I 0.556694 4.160616 -2.233665 0.62 -0.40 -0.13
H 5.303635 3.541337 -2.860696 -2.44 0.24 -0.67
H 3.614702 4.308425 -2.397464 0.85 -1.39 -1.69
H 4.043674 3.927288 -4.285022 0.08 -0.77 2.64
H 4.374107 1.370196 -3.605931 -1.56 1.20 1.64
H 2.127687 2.682317 -4.633616 0.21 -1.83 1.82
H 2.103985 0.799890 -4.328737 0.17 1.93 1.30
H 0.865426 1.433793 -1.851378 0.36 1.41 -2.00
N -1.422520 -0.820824 -3.022878 -0.26 -0.45 0.13
C -0.914674 -1.717684 -2.119399 0.01 0.20 -0.16
C -1.971732 -2.289749 -1.447409 0.40 -0.10 0.11
C -3.159176 -1.722200 -1.968089 -0.31 0.23 -0.15
C -2.790754 -0.820611 -2.941401 0.20 0.07 -0.06
H -0.873655 -0.249287 -3.651944 0.02 0.27 0.32
H 0.152603 -1.870466 -2.031132 -0.18 0.05 0.02
H -1.895860 -3.036156 -0.667378 0.01 0.05 -0.15
H -4.173833 -1.947437 -1.666058 0.13 0.01 -0.07
H -3.383459 -0.179676 -3.580360 0.09 -0.09 0.16
N -3.753046 -2.160047 1.324856 -0.16 -0.12 0.20
C -3.245201 -3.056906 2.228335 -0.03 0.08 -0.03
C -4.302259 -3.628971 2.900325 0.35 -0.07 0.01
C -5.489702 -3.061422 2.379646 -0.21 0.20 -0.22
C -5.121281 -2.159833 1.406333 0.08 0.03 0.02
H -3.204181 -1.588509 0.695790 -0.12 -0.18 0.08
H -2.177924 -3.209689 2.316602 -0.18 0.03 0.01
H -4.226387 -4.375378 3.680357 0.01 0.12 -0.13
H -6.504359 -3.286659 2.681676 0.16 0.05 -0.07
H -5.713986 -1.518898 0.767375 0.08 -0.10 0.12
N 4.466237 -1.488976 0.352011 0.12 -0.18 0.17
C 3.738942 -2.271989 1.210189 0.12 -0.02 -0.08
C 4.325228 -3.517316 1.250581 -0.29 0.10 0.23
C 5.449133 -3.482322 0.391016 0.20 0.16 -0.20
C 5.514198 -2.217088 -0.148323 -0.10 0.08 0.03
H 4.262185 -0.524543 0.124272 0.06 -0.27 -0.16
H 2.867902 -1.877545 1.716070 0.06 -0.35 -0.26
H 3.981354 -4.359580 1.836815 0.04 0.15 -0.09
H 6.137346 -4.292615 0.187863 -0.11 0.14 0.02
H 6.213882 -1.774150 -0.844465 -0.14 -0.09 0.11
N -2.900209 2.339752 -0.806548 -0.14 0.23 0.07
C -2.898414 3.659861 -1.175124 -0.12 -0.02 -0.10
C -4.029331 4.248562 -0.654876 0.25 0.04 -0.18
C -4.735006 3.249675 0.057506 -0.14 -0.36 0.19
C -4.013783 2.081698 -0.050199 -0.01 -0.05 -0.03
H -2.190452 1.662238 -1.053229 -0.10 0.25 -0.04
H -2.095534 4.065860 -1.775760 -0.22 -0.13 0.16
H -4.314579 5.285707 -0.774425 0.07 -0.16 0.01
H -5.668436 3.369602 0.592119 0.14 -0.05 -0.05
H -4.197850 1.091385 0.344473 -0.01 0.16 -0.04
N 2.328951 0.032730 3.354733 -0.08 0.16 0.06
C 1.625053 -0.735881 4.244847 0.00 -0.06 0.05
C 0.998316 0.108595 5.133814 0.03 -0.40 -0.06
C 1.331206 1.433379 4.763179 0.22 0.25 -0.23
C 2.151451 1.357154 3.659855 0.03 0.05 0.06
H 2.890682 -0.321799 2.591582 -0.19 0.28 0.42
H 1.631658 -1.815076 4.170645 -0.01 0.17 0.04
H 0.368354 -0.196519 5.959273 0.09 0.03 -0.16
H 1.006930 2.344891 5.248437 0.05 -0.15 -0.12
H 2.623806 2.129886 3.068137 -0.13 -0.12 0.10
```
Forces are in eV/Å.

Summary:
Net charge = -1
Kohn-Sham gap = 0.210 hartree
Lowest unoccupied orbital energy = 2.52 eV



# C24H32ClIO15S3

A cluster of 4 separate species, C24H32ClIO15S3 in total in a non-equilibrium geometry (the ωB97M-V functional and the def2-TZVPD basis, the OMol25 dataset).

XYZ file:
```
76
Properties=species:S:1:pos:R:3:forces:R:3
C 2.214712 -2.051677 2.549506 0.42 -0.30 -0.23
C 2.759946 -0.566082 2.173138 1.06 -1.63 -0.33
O 1.768245 0.500522 2.475253 1.47 0.98 -3.76
C 1.778914 1.323556 1.273512 -1.14 1.35 -2.44
C 2.894398 2.382356 0.911730 -2.13 -0.31 -1.92
C 4.143821 2.669995 1.928473 -0.16 1.08 -0.82
Cl 3.537017 2.844603 3.693895 0.26 -0.29 -1.35
C 4.871802 4.106226 1.602050 -0.04 -0.17 1.23
C 6.184975 4.357989 2.537880 -0.04 -0.05 -1.22
C 2.756842 3.162873 -0.485474 -2.53 -2.08 0.65
C 1.531041 2.948961 -1.486478 -0.08 -2.21 2.93
C 0.402543 1.916015 -1.111370 2.83 0.63 2.32
C 0.574868 1.123978 0.276867 0.76 1.40 -0.86
C -0.641651 0.084113 0.605486 1.02 -1.60 0.62
O -0.456037 -1.047867 1.159814 -1.15 4.91 -2.33
C -2.110712 0.606932 0.110087 -0.53 1.00 -1.87
C -3.354360 0.276492 1.112767 1.24 1.15 0.44
C -3.213306 1.379831 2.327267 -0.26 0.81 -1.23
C -4.585189 1.607204 3.145949 1.64 0.07 1.53
I -5.948485 2.995251 2.079490 0.65 -1.02 0.51
C -2.276079 1.333858 -1.143716 1.82 -1.56 3.14
C -0.927961 1.633630 -2.017611 -0.24 -0.20 -2.10
O -0.918668 1.611000 -3.295177 0.06 0.32 5.70
H 3.045557 -2.620609 3.141629 -1.62 1.08 -0.99
H 1.224814 -2.055908 3.133488 1.67 0.27 -0.79
H 2.023056 -2.658210 1.576830 0.32 1.16 1.69
H 3.010979 -0.599711 1.034081 -0.79 0.31 2.08
H 3.785720 -0.354144 2.693485 -2.09 -0.17 -0.61
H 4.905055 1.810457 1.957726 -1.40 1.38 -0.20
H 5.195591 4.140052 0.499329 -0.59 -0.01 1.70
H 4.123613 4.956132 1.890689 1.17 -1.61 -1.02
H 6.858969 3.428757 2.455582 -0.95 1.42 0.41
H 5.922246 4.612224 3.627453 0.39 -0.55 -1.80
H 6.765694 5.241052 2.048833 -0.99 -1.47 1.05
H 3.554463 3.939634 -0.828958 -1.65 -1.65 0.93
H 1.450047 3.539767 -2.487396 0.27 -1.20 2.13
H -4.361518 0.464446 0.590330 1.60 -0.51 0.68
H -3.264593 -0.766494 1.592303 -0.18 1.51 -1.16
H -2.291024 1.176358 3.002057 -1.78 0.03 -0.94
H -2.981340 2.394817 1.793776 -0.38 -1.77 1.08
H -5.113996 0.647465 3.491966 0.63 1.52 -0.93
H -4.295081 2.189319 4.117129 -0.72 -1.01 -1.84
H -3.330852 1.661715 -1.461317 1.95 -0.58 0.19
O 5.943139 0.212274 1.014843 -0.16 -1.07 -0.51
S 5.544289 -0.814291 0.093139 0.06 -0.18 -0.38
O 5.005798 -2.074297 0.514460 0.42 1.21 -0.06
O 6.782239 -1.092402 -0.920760 -0.60 0.52 0.66
C 6.359691 -0.860750 -2.265033 -0.35 -0.21 -0.57
C 5.256557 0.183916 -2.167163 0.48 0.44 -0.28
O 4.526425 -0.157250 -0.989724 0.44 -0.76 0.53
H 5.976746 -1.802545 -2.668781 0.01 0.09 -0.02
H 7.198100 -0.519438 -2.874622 0.02 -0.03 0.30
H 4.602605 0.181925 -3.040147 -0.12 -0.10 0.28
H 5.673389 1.186215 -2.027686 0.00 -0.05 -0.08
O -2.593574 -5.195796 -2.349055 -0.01 0.69 -0.95
S -2.552243 -4.039348 -3.200339 0.16 0.67 0.14
O -3.034826 -4.049251 -4.552122 0.20 -0.36 1.09
O -1.031503 -3.462627 -3.196185 -0.41 -0.55 0.22
C -1.037304 -2.111669 -2.735608 -0.23 0.60 -0.13
C -2.237820 -2.006099 -1.803125 0.52 -0.18 0.22
O -3.254538 -2.801988 -2.411771 4.88 -1.91 -4.66
H -1.153700 -1.456151 -3.603852 0.01 0.04 0.10
H -0.099055 -1.878306 -2.228296 -0.05 -0.26 -0.06
H -2.577392 -0.979943 -1.678724 -0.17 -0.42 -0.26
H -2.013935 -2.436741 -0.821733 0.03 0.10 0.00
O -4.634672 -2.513960 -1.194106 -5.80 1.68 2.99
S -5.936886 -2.219437 -1.722790 0.11 -0.21 0.49
O -6.134842 -1.460924 -2.923511 0.48 -0.66 0.95
O -6.833372 -1.556640 -0.536087 0.32 -0.42 -0.30
C -7.999454 -2.350000 -0.319498 -0.59 -0.13 -0.20
C -7.602644 -3.767155 -0.712457 0.06 -0.09 0.66
O -6.759925 -3.614263 -1.854063 0.15 0.96 -0.18
H -8.795600 -1.969556 -0.966304 0.00 -0.07 0.06
H -8.316822 -2.284294 0.722720 0.24 0.11 -0.10
H -8.465932 -4.389395 -0.951906 0.19 0.09 -0.23
H -7.017015 -4.246694 0.077936 -0.10 0.02 0.00
```
Forces are in eV/Å.

Summary:
Kohn-Sham gap = 0.284 hartree
SMILES string = CCOc1c([C@H](Cl)CC)ccc2c1C(=O)C(CCCI)=CC2=O.O=S1(=O)OCCO1.O=S1(=O)OCCO1.O=S1(=O)OCCO1
Lowest unoccupied orbital energy = -1.52 eV



# C24H32ClN3Pt

A structure of composition C24H32ClN3Pt in a non-equilibrium geometry (the ωB97M-V functional and the def2-TZVPD basis, the OMol25 dataset).

XYZ file:
```
61
Properties=species:S:1:pos:R:3:forces:R:3
Pt 0.000000 0.000000 0.000000 0.58 2.35 1.64
Cl 1.086900 -0.400900 -1.981500 0.44 -0.19 0.13
C -1.739000 -0.842300 -0.412700 -1.66 -1.14 -0.82
C -2.322500 -0.537100 -1.647900 -0.76 -0.64 0.34
C -3.563900 -1.081100 -1.983300 0.01 0.01 0.06
C -4.244500 -1.945500 -1.116800 0.32 0.16 0.08
C -3.638900 -2.250400 0.105700 0.07 0.10 -0.03
C -2.402100 -1.704900 0.462000 -0.66 0.03 -0.66
H -1.809700 0.111400 -2.349300 -0.01 -0.05 -0.01
H -4.004700 -0.829900 -2.946400 -0.05 -0.03 0.05
H -4.143900 -2.916300 0.803400 -0.05 -0.01 -0.06
H -1.979700 -1.945600 1.431200 0.05 0.02 0.03
C -5.572300 -2.549900 -1.504600 0.04 -0.04 -0.07
H -6.124000 -2.891500 -0.623300 0.04 0.04 -0.07
H -5.432300 -3.415900 -2.164200 -0.05 0.08 0.06
H -6.196300 -1.828300 -2.042300 0.05 -0.08 0.06
C 2.184200 -0.077700 -8.566600 -0.33 0.43 0.02
N 2.252300 -0.139500 -7.178400 -0.02 0.05 0.20
H 1.073100 1.368300 -9.815600 0.02 -0.03 0.13
N 0.993100 1.520300 -7.637600 0.10 -0.13 0.19
H 2.690800 -0.763100 -9.226000 -0.08 0.11 0.09
C 3.020200 -1.135200 -6.374400 -0.23 0.19 -0.08
C 3.736400 -2.120500 -7.301700 -0.04 0.11 0.04
C 4.041700 -0.367100 -5.522900 -0.08 -0.09 -0.06
H 4.454100 -1.611400 -7.953600 -0.08 -0.05 0.05
H 4.288900 -2.840100 -6.690400 -0.06 0.07 -0.03
H 3.026700 -2.679100 -7.920900 0.07 0.08 0.06
H 2.560900 -2.590600 -4.831100 -0.07 0.09 -0.02
H 1.298300 -2.432100 -6.076100 0.08 0.07 0.02
H 3.520400 0.363400 -4.899500 0.06 -0.12 -0.04
C 2.026400 -1.880700 -5.471700 0.13 0.10 -0.07
H 4.752800 0.164900 -6.163900 -0.08 -0.05 0.02
H 4.596900 -1.062400 -4.883900 -0.07 0.06 -0.04
H 1.489100 -1.161200 -4.849300 0.08 -0.14 -0.02
C 1.381500 0.979800 -8.859200 0.27 -0.31 0.31
C 0.892700 3.759300 -6.651600 -0.08 -0.07 -0.09
H 1.763600 4.092400 -7.226000 -0.11 -0.04 0.04
H 0.255800 4.626100 -6.444600 0.05 -0.10 -0.04
C 0.103200 2.701500 -7.436500 0.05 -0.14 -0.07
H -1.775800 3.091700 -6.422000 0.08 -0.08 -0.04
C -0.337500 3.265000 -8.789900 0.11 -0.08 0.19
H -0.905000 2.527800 -9.367800 0.05 0.09 0.01
H 1.240500 3.329300 -5.709200 -0.04 0.06 -0.05
H -0.786800 1.798500 -5.686100 -0.05 0.05 -0.06
H 0.518800 3.601000 -9.384400 -0.11 -0.03 0.01
H -0.986300 4.128500 -8.616600 0.06 -0.08 -0.02
C -1.118800 2.240000 -6.628900 0.11 0.05 -0.05
H -1.685200 1.486900 -7.187100 0.08 0.09 0.04
C 1.519900 0.844200 -6.570500 0.11 -0.12 -0.76
N -0.890100 0.630500 1.720600 2.45 -1.23 0.65
C -0.456500 0.227800 2.998800 -1.05 0.86 -2.26
C 0.582600 -0.699000 3.141400 0.57 -0.60 1.22
C 0.999800 -1.085500 4.420800 -0.49 0.49 -0.30
C 0.381200 -0.544400 5.554100 0.00 0.01 -0.24
C -0.655000 0.382600 5.410000 0.04 -0.06 -0.67
C -1.074100 0.767000 4.133600 0.12 -0.17 1.17
H 1.062600 -1.119500 2.267300 -0.12 0.12 -0.10
H 1.801300 -1.803200 4.534300 0.04 -0.03 -0.01
H 0.705200 -0.841700 6.542700 0.02 -0.03 0.05
H -1.133400 0.803300 6.284900 -0.01 0.02 0.05
H -1.877300 1.485900 4.026500 0.05 -0.04 -0.18
```
Forces are in eV/Å.

Summary:
Net charge = -2
Kohn-Sham gap (spin up / spin down) = 0.057 / 0.249 hartree
2S+1 = 5
Lowest unoccupied orbital energy (spin up / spin down) = 4.15 / 3.47 eV
<S²> = 6.044